Entry 1:
The following is a quantum chemistry calculation of the molecule C11H21NSi, from OMol25.

Each line ends with the natural charge from an NBO analysis.
Element x y z (Å)
C: 3.59 -1.77 -0.37  -0.63
C: 2.30 -0.97 -0.16  0.00
C: 1.15 -1.63 0.16  -0.21
C: 0.05 -0.53 0.44  -0.36
C: -0.17 -0.54 1.90  -0.63
Si: -2.07 -0.16 -0.44  1.73
C: -2.58 -2.05 -0.81  -1.08
C: -3.26 0.45 0.91  -1.12
N: -2.11 0.65 -1.96  -1.30
C: 0.89 0.77 0.07  0.08
C: 0.32 2.20 0.11  -0.65
C: 2.17 0.45 -0.33  -0.13
C: 3.24 1.36 -0.51  -0.64
H: 4.35 -1.10 -0.05  0.20
H: 3.83 -2.17 -1.35  0.22
H: 3.56 -2.43 0.37  0.21
H: 1.05 -2.73 0.26  0.22
H: 0.88 -0.24 2.39  0.20
H: -0.43 -1.54 2.18  0.21
H: -0.89 0.20 2.31  0.19
H: -2.79 -2.43 0.19  0.23
H: -3.45 -2.11 -1.43  0.22
H: -1.85 -2.42 -1.45  0.23
H: -4.05 -0.22 1.05  0.25
H: -2.73 0.69 1.75  0.23
H: -3.89 1.29 0.50  0.25
H: -1.48 1.46 -1.98  0.38
H: -1.84 0.08 -2.77  0.40
H: 0.07 2.35 1.16  0.22
H: -0.69 2.32 -0.54  0.18
H: 1.14 2.81 -0.25  0.23
H: 2.92 2.28 -0.98  0.21
H: 4.05 0.98 -1.21  0.21
H: 3.78 1.77 0.29  0.22

The SMILES is CC1=C[C@](C)([Si](C)(C)N)C(C)=C1C. The value obtained for the HOMO energy is -7.596 eV. For the orbital gap, the calculation gives 8.321 eV. The LUMO energy comes out at 0.72 eV.


Entry 2:
The following is a quantum chemistry calculation of a structure of composition C22H11CrF16N4O5S6, from OMol25.

Each line ends with the Mulliken spin population.
Element x y z (Å)
Cr: -0.42 -0.08 0.44  3.29
C: -1.33 2.05 2.43  0.02
N: -1.08 1.95 0.99  -0.04
C: 0.00 2.85 0.57  0.02
C: 1.31 2.36 1.15  0.01
N: 1.43 0.92 0.90  -0.08
C: 2.63 0.38 1.22  0.01
C: 3.03 -0.82 0.58  0.01
F: 2.21 -1.34 -0.34  0.00
C: 4.23 -1.45 0.78  0.00
F: 4.54 -2.56 0.10  0.00
C: 5.16 -0.91 1.66  0.01
F: 6.35 -1.52 1.87  0.00
C: 4.84 0.26 2.30  0.00
F: 5.71 0.79 3.18  0.00
C: 3.61 0.88 2.10  0.00
F: 3.40 1.98 2.85  0.00
C: -2.32 2.16 0.23  -0.01
C: -3.23 0.96 0.41  0.02
N: -2.40 -0.23 0.33  -0.08
C: -2.98 -1.43 0.51  -0.05
C: -4.29 -1.76 0.57  0.03
F: -5.30 -0.84 0.40  0.00
C: -4.74 -3.12 0.53  0.00
F: -6.07 -3.31 0.51  0.00
C: -3.92 -4.16 0.43  0.02
F: -4.45 -5.39 0.23  0.00
C: -2.44 -4.00 0.34  0.00
F: -0.47 -4.93 1.38  0.00
C: -1.93 -2.55 0.73  -0.01
F: 0.33 -2.98 0.09  0.00
H: -1.64 3.08 2.69  0.00
H: -0.44 1.79 3.00  0.00
H: -2.11 1.35 2.72  0.00
H: -0.21 3.88 0.91  0.00
H: 0.04 2.85 -0.51  -0.01
H: 1.34 2.61 2.21  0.00
H: 2.13 2.90 0.67  0.00
H: -2.04 2.25 -0.82  0.00
H: -2.81 3.09 0.54  0.00
H: -4.00 0.99 -0.37  0.00
H: -3.76 1.01 1.37  0.00
F: 5.08 2.24 -3.90  0.00
C: 3.74 2.34 -3.92  0.00
F: 3.44 3.61 -4.24  0.00
F: 3.28 1.55 -4.89  0.00
S: 3.05 1.88 -2.28  0.01
O: 3.41 0.51 -2.11  0.00
O: 3.56 2.88 -1.40  0.00
N: 1.50 2.12 -2.54  0.00
S: 0.48 0.97 -2.79  -0.01
O: -0.30 0.62 -1.61  0.00
O: 0.87 -0.10 -3.65  0.00
C: -0.75 1.95 -3.74  0.00
F: -0.22 2.34 -4.90  0.00
F: -1.15 3.03 -3.07  0.00
F: -1.82 1.20 -4.00  0.00
O: -2.23 -6.22 1.34  0.00
C: -1.76 -5.15 1.10  0.00
S: -1.91 -4.33 -1.44  -0.01
C: -0.72 -2.11 -0.16  -0.08
C: -1.56 -2.40 2.22  0.02
S: -0.43 -1.15 2.54  -0.13
S: -2.24 -3.34 3.38  0.02
S: -1.26 -2.38 -1.84  0.01

The multiplicity is 4. The value obtained for the HOMO energy (alpha / beta) is -2.057 / -2.171 eV. The net charge is -2. For the orbital gap (alpha / beta), the calculation gives 6.244 / 6.359 eV. The LUMO energy (alpha / beta) comes out at 4.19 / 4.19 eV.


Entry 3:
The following is a quantum chemistry calculation of a cluster of 5 separate species, C15H35N5O5 in total, from OMol25.

Each line ends with the natural charge from an NBO analysis.
Element x y z (Å)
C: -2.70 3.18 -0.81  -0.42
N: -3.25 2.22 -1.70  -0.43
C: -4.51 1.64 -1.30  -0.41
C: -2.54 1.70 -2.73  0.54
O: -1.39 2.00 -2.99  -0.64
H: -1.76 3.58 -1.20  0.24
H: -2.44 2.74 0.17  0.19
H: -3.38 4.02 -0.65  0.20
H: -4.44 1.13 -0.33  0.19
H: -5.28 2.41 -1.17  0.20
H: -4.87 0.89 -2.00  0.21
H: -3.15 1.01 -3.32  0.12
C: 1.40 1.12 -6.52  -0.40
N: 1.60 0.07 -5.57  -0.43
C: 2.59 -0.93 -5.89  -0.42
C: 1.02 0.12 -4.34  0.52
O: 1.20 -0.70 -3.46  -0.65
H: 0.79 1.92 -6.11  0.22
H: 0.91 0.75 -7.43  0.19
H: 2.35 1.55 -6.84  0.19
H: 3.54 -0.46 -6.13  0.19
H: 2.72 -1.62 -5.06  0.24
H: 2.28 -1.51 -6.76  0.19
H: 0.37 0.99 -4.19  0.15
C: 2.57 1.68 1.51  -0.40
N: 2.97 0.36 1.05  -0.44
C: 3.12 0.16 -0.37  -0.43
C: 3.36 -0.60 1.94  0.55
O: 3.89 -1.65 1.64  -0.61
H: 3.41 2.37 1.39  0.19
H: 2.25 1.64 2.55  0.21
H: 1.74 2.01 0.89  0.19
H: 3.57 1.04 -0.83  0.19
H: 3.73 -0.71 -0.55  0.24
H: 2.13 0.01 -0.84  0.21
H: 3.12 -0.30 2.97  0.10
C: -0.77 -0.72 -0.91  -0.41
N: -0.38 -0.78 0.50  -0.44
C: -0.73 0.33 1.31  -0.42
C: 0.21 -1.87 1.04  0.54
O: 0.44 -2.03 2.22  -0.63
H: -0.29 -1.53 -1.46  0.24
H: -0.49 0.25 -1.31  0.22
H: -1.86 -0.84 -0.97  0.17
H: -0.36 0.21 2.32  0.23
H: -0.33 1.27 0.91  0.19
H: -1.82 0.42 1.43  0.18
H: 0.46 -2.64 0.28  0.12
C: -2.09 -1.47 5.80  -0.40
N: -0.93 -2.31 5.83  -0.43
C: 0.36 -1.73 5.49  -0.42
C: -1.02 -3.61 6.20  0.54
O: -0.12 -4.42 6.18  -0.61
H: -2.09 -0.72 6.60  0.18
H: -3.00 -2.05 5.89  0.21
H: -2.14 -0.91 4.86  0.20
H: 0.76 -1.20 6.36  0.18
H: 1.03 -2.54 5.24  0.25
H: 0.26 -1.04 4.66  0.21
H: -2.04 -3.87 6.55  0.10

The SMILES is CN(C)C=O.CN(C)C=O.CN(C)C=O.CN(C)C=O.CN(C)C=O. The value obtained for the HOMO energy is -8.842 eV. For the orbital gap, the calculation gives 9.210 eV. The LUMO energy comes out at 0.37 eV.


Entry 4:
The following is a quantum chemistry calculation of the molecule C6H10O2S2, from OMol25.

Each line ends with the natural charge from an NBO analysis.
Element x y z (Å)
C: -1.32 0.58 -1.86  -0.59
C: -0.27 0.15 -0.81  -0.15
C: -0.02 -1.34 -0.98  -0.63
C: -0.97 0.31 0.53  -0.47
C: -0.28 0.49 1.79  -0.13
C: 0.99 0.31 2.09  -0.44
S: 2.30 0.07 0.76  1.99
O: 2.63 -1.30 0.56  -0.89
O: 3.30 0.98 1.17  -0.92
S: 1.26 1.14 -1.02  0.02
H: -1.13 0.59 -2.87  0.22
H: -1.60 1.52 -1.61  0.20
H: -2.10 -0.03 -1.68  0.20
H: -0.87 -1.86 -1.21  0.21
H: 0.21 -1.74 0.01  0.21
H: 0.76 -1.62 -1.65  0.24
H: -1.61 -0.59 0.56  0.24
H: -1.72 1.14 0.63  0.23
H: -0.97 0.68 2.55  0.21
H: 1.41 0.52 3.05  0.25

The SMILES is CC1(C)CC=CS(=O)(=O)S1. The value obtained for the HOMO energy is -9.562 eV. For the orbital gap, the calculation gives 9.242 eV. The LUMO energy comes out at -0.32 eV.


Entry 5:
The following is a quantum chemistry calculation of a structure of composition C2H4I2S, from OMol25.

Each line ends with the natural charge from an NBO analysis.
Element x y z (Å)
C: 0.77 -0.49 0.33  -0.50
C: -1.12 -0.03 -0.46  -0.64
S: 2.02 0.47 -0.40  0.06
I: -2.53 -1.51 0.06  0.17
I: -1.56 1.97 0.12  0.15
H: 0.59 -0.32 1.38  0.22
H: 0.82 -1.54 0.05  0.22
H: -0.92 -0.05 -1.53  0.19
H: 1.93 1.49 0.46  0.13

The value obtained for the HOMO energy is -8.569 eV. For the orbital gap, the calculation gives 8.456 eV. The LUMO energy comes out at -0.11 eV.


Entry 6:
The following is a quantum chemistry calculation of the molecule C6H10O, from OMol25.

Each line ends with the natural charge from an NBO analysis.
Element x y z (Å)
C: -1.56 -0.36 -0.35  -0.42
C: -0.66 -1.02 0.69  -0.09
O: 0.55 -1.43 0.02  -0.43
C: 1.56 -0.62 -0.04  0.38
C: 1.84 0.58 0.63  -0.55
C: 0.89 1.51 1.07  -0.29
C: -0.85 0.70 -1.20  -0.60
H: -2.42 0.06 0.19  0.22
H: -1.95 -1.15 -1.00  0.20
H: -0.40 -0.33 1.50  0.23
H: -1.09 -1.95 1.08  0.19
H: 2.30 -1.03 -0.73  0.19
H: 0.22 0.56 -1.19  0.20
H: 2.92 0.70 0.69  0.20
H: 1.42 2.35 1.57  0.12
H: -1.15 0.65 -2.25  0.20
H: -1.02 1.70 -0.80  0.24

The value obtained for the HOMO energy (alpha / beta) is -7.655 / -7.655 eV. For the orbital gap (alpha / beta), the calculation gives 7.362 / 7.363 eV. The LUMO energy (alpha / beta) comes out at -0.29 / -0.29 eV.


Entry 7:
The following is a quantum chemistry calculation of a cluster of 5 separate species, C12H23Br2N2O4 in total, from OMol25.

Each line ends with the natural charge from an NBO analysis.
Element x y z (Å)
N: -0.91 0.48 0.10  -0.92
H: -0.85 1.07 0.92  0.39
H: -0.68 0.95 -0.76  0.41
H: -1.91 0.36 -0.04  0.47
H: -0.50 -0.44 0.11  0.49
C: -4.75 1.10 -0.36  -0.61
C: -4.38 -0.12 0.31  -0.06
O: -3.42 -0.78 -0.45  -0.95
H: -5.28 0.86 -1.28  0.18
H: -3.96 1.77 -0.71  0.17
H: -5.49 1.64 0.22  0.16
H: -5.29 -0.72 0.38  0.11
H: -4.20 0.25 1.31  0.06
C: 1.73 -2.86 2.02  -0.62
C: 1.51 -2.32 0.59  -0.07
O: 0.13 -2.18 0.45  -0.98
H: 1.31 -2.28 2.85  0.19
H: 2.79 -2.66 2.12  0.15
H: 1.62 -3.90 2.30  0.18
H: 1.80 -3.05 -0.16  0.13
H: 1.97 -1.34 0.65  0.10
Br: -0.41 2.26 2.82  -0.01
C: -1.66 3.18 4.02  -0.42
C: -2.41 2.08 4.75  -0.49
Br: -3.63 2.85 6.00  0.00
H: -2.15 3.96 3.42  0.24
H: -1.08 3.80 4.70  0.21
H: -1.81 1.24 5.10  0.25
H: -3.10 1.71 4.00  0.24
C: 4.50 -1.84 -3.84  -0.19
C: 3.11 -2.20 -3.59  -0.19
C: 2.19 -1.20 -3.28  -0.17
C: 2.59 0.09 -2.97  0.03
C: 3.98 0.43 -3.12  -0.17
C: 4.83 -0.50 -3.68  -0.23
N: 1.70 1.10 -2.39  0.53
O: 0.51 0.87 -2.50  -0.38
O: 2.13 2.12 -1.87  -0.39
H: 5.33 -2.33 -4.34  0.22
H: 2.87 -3.25 -3.65  0.23
H: 1.17 -1.53 -3.14  0.27
H: 4.29 1.47 -3.03  0.23
H: 5.79 -0.11 -4.00  0.21

The value obtained for the HOMO energy is -3.040 eV. The net charge is -1. For the orbital gap, the calculation gives 4.300 eV. The LUMO energy comes out at 1.26 eV.


Entry 8:
The following is a quantum chemistry calculation of a structure of composition C9H10N4, from OMol25.

Each line ends with the natural charge from an NBO analysis.
Element x y z (Å)
C: -3.72 -0.84 -0.03  -0.16
C: -2.60 -1.63 0.28  -0.22
C: -3.62 0.45 -0.52  -0.23
C: -1.32 -1.12 0.23  -0.12
C: -2.41 1.06 -0.33  -0.15
C: -1.29 0.27 -0.02  -0.23
C: 1.58 -0.41 0.34  0.21
C: -0.10 1.00 0.10  0.51
C: 3.68 0.90 -0.33  -0.41
N: 1.77 -1.68 0.23  -0.40
N: 0.25 2.17 0.05  -0.65
N: 3.14 -1.53 0.18  -0.30
N: 2.96 -0.08 0.48  -0.35
H: -4.74 -1.38 -0.09  0.22
H: -2.61 -2.61 0.60  0.22
H: -4.56 0.85 -0.82  0.22
H: -0.45 -1.62 0.41  0.25
H: -2.37 2.18 -0.57  0.24
H: 4.54 0.94 0.25  0.21
H: 3.79 0.51 -1.45  0.20
H: 3.16 1.80 -0.21  0.19
H: 1.16 2.57 0.27  0.40
H: 3.75 -1.81 0.94  0.35

The value obtained for the HOMO energy is -8.749 eV. For the orbital gap, the calculation gives 8.734 eV. The LUMO energy comes out at -0.02 eV.


Calculated values (kJ/mol) of relative energy (zero: lowest compared OMol25 entry of this formula, charge and spin) for the records, taken in order: 350.0 0.0 204.3 247.5 114.4 417.2 250.7 719.1.